[1]
{"formula": "C7H15N3O", "method": "ωB97M-V/def2-TZVPD", "de_lowest_kcal_mol": 40.48, "lumo_ev": -8.29, "total_charge": 2, "homo_ha": -0.5910, "species": ["O", "N", "N", "N", "C", "C", "C", "C", "C", "C", "C", "H", "H", "H", "H", "H", "H", "H", "H", "H", "H", "H", "H", "H", "H", "H"], "positions_angstrom": [[1.14, -1.74, 0.64], [0.46, 0.03, -2.40], [-1.30, 1.97, 1.84], [-2.03, 0.88, -1.62], [2.48, -1.05, -1.59], [0.98, -2.28, 1.96], [1.09, -0.55, -1.38], [-1.85, 1.62, -0.44], [-1.12, 1.24, 0.54], [0.53, -0.70, 0.07], [-0.43, 0.04, 0.81], [2.83, -0.75, -2.52], [-0.63, 2.72, 1.98], [-2.10, 2.66, -0.58], [0.02, -2.75, 2.02], [0.83, -0.15, -3.31], [1.01, -1.53, 2.78], [-2.50, 1.38, -2.35], [2.41, -2.16, -1.65], [1.75, -3.03, 2.17], [-2.47, -0.04, -1.59], [-1.16, 1.34, 2.57], [-0.48, 0.45, -2.12], [-2.24, 2.24, 2.00], [-0.43, -0.39, 1.86], [3.07, -0.80, -0.71]]}


[2]
{"formula": "C7H15N4OS", "method": "ωB97M-V/def2-TZVPD", "de_lowest_kcal_mol": 21.70, "lumo_ev": [-3.49, -3.49], "total_charge": 1, "homo_ha": [-0.4239, -0.4240], "species": ["S", "O", "N", "N", "N", "N", "C", "C", "C", "C", "C", "C", "C", "H", "H", "H", "H", "H", "H", "H", "H", "H", "H", "H", "H", "H", "H", "H"], "positions_angstrom": [[-1.86, -0.18, 0.88], [-3.05, -0.55, 0.14], [0.11, -0.88, -0.98], [0.31, 1.22, 0.22], [1.68, -2.50, -0.77], [1.96, 1.21, 1.88], [1.45, 0.85, 0.74], [-0.47, 0.29, -0.64], [-1.21, -1.76, 1.56], [-1.32, 0.91, -1.71], [1.28, -1.23, -0.66], [2.24, -0.21, -0.02], [-2.06, 2.08, -1.19], [-2.80, 1.73, -0.45], [-2.04, 0.10, -2.10], [-1.37, 2.84, -0.73], [2.91, 1.24, 1.94], [-0.19, 1.82, 0.85], [-1.46, -1.92, 2.69], [-0.18, -1.74, 1.60], [2.68, -2.76, -0.98], [-1.54, -2.58, 0.99], [0.95, -3.29, -0.73], [-0.62, 1.19, -2.49], [2.59, 0.35, -0.94], [3.12, -0.66, 0.52], [-2.57, 2.58, -2.04], [1.46, 1.86, 2.40]]}


[3]
{"formula": "C7H15NO", "method": "ωB97M-V/def2-TZVPD", "de_lowest_kcal_mol": 129.84, "lumo_ev": 0.83, "total_charge": 0, "homo_ha": -0.3211, "species": ["O", "N", "C", "C", "C", "C", "C", "C", "C", "H", "H", "H", "H", "H", "H", "H", "H", "H", "H", "H", "H", "H", "H", "H"], "positions_angstrom": [[-3.03, -1.24, -0.59], [0.19, 1.83, -1.20], [0.47, 1.97, 1.20], [1.43, 0.01, -0.09], [-1.83, -1.32, -0.60], [-0.99, -2.49, -0.17], [2.43, -0.18, 0.76], [0.28, 1.00, 0.03], [-1.06, 0.27, 0.22], [1.39, 2.54, 1.09], [3.21, -0.91, 0.54], [1.40, -0.58, -1.01], [-1.30, -3.37, -0.72], [1.05, 2.35, -1.33], [0.51, 1.44, 2.15], [-1.07, -0.37, -1.15], [-0.37, 2.67, 1.23], [-1.20, -1.04, -1.91], [0.08, -2.32, -0.31], [2.53, 0.37, 1.68], [-1.90, 0.96, 0.10], [0.07, 1.25, -2.03], [-1.18, -2.66, 0.89], [-1.10, -0.19, 1.21]]}


[4]
{"formula": "C7H15NO", "method": "ωB97M-V/def2-TZVPD", "de_lowest_kcal_mol": 165.30, "lumo_ev": 0.62, "total_charge": 0, "homo_ha": -0.2728, "species": ["O", "N", "C", "C", "C", "C", "C", "C", "C", "H", "H", "H", "H", "H", "H", "H", "H", "H", "H", "H", "H", "H", "H", "H"], "positions_angstrom": [[0.51, 1.11, -0.14], [2.84, 0.26, 0.68], [0.68, -1.59, 0.25], [-1.34, 0.36, -1.48], [1.59, 0.19, 0.83], [-0.49, -2.49, -0.11], [-0.77, 0.37, -0.26], [0.67, 2.51, -0.51], [-1.58, 0.45, 1.01], [-2.36, -0.31, 0.95], [0.31, 2.54, -1.54], [1.08, -1.95, 1.19], [-0.17, -3.54, -0.21], [-0.79, 0.54, -2.39], [-1.01, 0.23, 1.91], [1.12, 0.37, 1.80], [3.14, 0.06, -0.28], [-2.37, 0.04, -1.58], [1.43, -1.76, -0.53], [-1.25, -2.48, 0.68], [-2.05, 1.43, 1.13], [1.72, 2.78, -0.45], [0.04, 3.12, 0.13], [-0.92, -2.24, -1.08]]}


[5]
{"formula": "C7H15NO2S", "method": "ωB97M-V/def2-TZVPD", "de_lowest_kcal_mol": 19.49, "lumo_ev": 0.74, "total_charge": 0, "homo_ha": -0.2733, "species": ["S", "O", "O", "N", "C", "C", "C", "C", "C", "C", "C", "H", "H", "H", "H", "H", "H", "H", "H", "H", "H", "H", "H", "H", "H", "H"], "positions_angstrom": [[2.62, 1.15, -0.43], [3.07, -0.41, -0.47], [2.23, 1.41, 1.16], [-0.34, -0.62, -0.31], [-1.31, 0.37, -0.66], [-1.83, 2.84, -0.45], [0.73, -2.59, -0.60], [0.21, -1.51, -1.20], [-1.14, 1.64, 0.18], [-0.38, -1.24, 1.01], [0.49, -2.51, 0.89], [-0.01, -3.40, 1.27], [0.01, -0.55, 1.76], [2.30, -1.01, -0.60], [-1.38, 3.06, -1.42], [-0.08, 1.84, 0.29], [1.42, -2.39, 1.43], [-1.42, -1.48, 1.28], [-2.89, 2.64, -0.60], [0.22, -1.26, -2.24], [3.00, 1.64, 1.68], [-1.15, 0.62, -1.72], [-1.73, 3.71, 0.18], [-2.34, -0.01, -0.56], [-1.56, 1.46, 1.18], [1.26, -3.40, -1.06]]}


[6]
{"formula": "C7H15NOPS", "method": "ωB97M-V/def2-TZVPD", "de_lowest_kcal_mol": 27.75, "lumo_ev": -3.93, "total_charge": 1, "homo_ha": -0.4850, "species": ["S", "P", "O", "N", "C", "C", "C", "C", "C", "C", "C", "H", "H", "H", "H", "H", "H", "H", "H", "H", "H", "H", "H", "H", "H", "H"], "positions_angstrom": [[1.88, 0.92, -0.54], [-3.61, 0.23, -0.24], [2.33, -1.54, -0.07], [-2.21, -0.73, -0.29], [-0.69, 0.48, 0.29], [-0.47, -0.08, 1.67], [2.86, -0.46, -0.09], [-1.16, 1.86, 0.27], [4.35, -0.07, -0.14], [-1.89, -1.93, -0.53], [0.27, 0.12, -0.84], [5.07, -0.88, 0.25], [-1.35, -0.36, 2.22], [-4.46, -0.72, -1.19], [-2.03, 1.92, 0.76], [4.43, 0.77, 0.58], [-0.08, 0.66, 2.41], [0.60, -1.00, -0.77], [0.37, -0.86, 1.59], [-0.99, -2.45, -0.37], [-2.74, -2.74, -0.72], [-1.34, 2.42, -0.63], [-3.13, 1.09, -1.41], [-0.43, 2.38, 0.72], [-0.20, 0.61, -1.80], [4.62, 0.35, -1.14]]}


[7]
{"formula": "C7H15O2", "method": "ωB97M-V/def2-TZVPD", "de_lowest_kcal_mol": 114.12, "spin_multiplicity": 4, "lumo_ev": [0.94, -2.79], "total_charge": 0, "homo_ha": [-0.1456, -0.3981], "species": ["O", "O", "C", "C", "C", "C", "C", "C", "C", "H", "H", "H", "H", "H", "H", "H", "H", "H", "H", "H", "H", "H", "H", "H"], "positions_angstrom": [[0.22, -1.22, 1.02], [-0.30, -1.08, -0.16], [4.04, -1.80, 3.56], [2.73, -1.32, 4.12], [1.76, -1.23, 2.94], [-0.78, -0.59, 2.13], [-1.16, 0.89, 1.94], [0.30, -0.73, 3.27], [-1.87, -1.64, 2.31], [4.39, -1.10, 2.81], [2.83, -0.35, 4.59], [3.89, -2.77, 3.09], [2.33, -2.01, 4.86], [2.17, -0.51, 2.20], [4.84, -1.92, 4.29], [-2.29, -1.66, 3.34], [-0.26, 1.40, 1.56], [1.65, -2.24, 2.49], [-0.08, -1.43, 4.04], [-1.44, 1.41, 2.89], [-2.01, 1.03, 1.26], [0.44, 0.25, 3.77], [-2.73, -1.50, 1.65], [-1.40, -2.61, 2.15]]}


[8]
{"formula": "C7H16", "method": "ωB97M-V/def2-TZVPD", "de_lowest_kcal_mol": 113.97, "lumo_ev": 1.10, "total_charge": 0, "homo_ha": -0.2461, "species": ["C", "C", "C", "C", "C", "C", "C", "H", "H", "H", "H", "H", "H", "H", "H", "H", "H", "H", "H", "H", "H", "H", "H"], "positions_angstrom": [[-0.24, -1.28, -0.77], [-0.22, 0.18, 0.80], [0.72, 0.93, 0.11], [0.67, 2.20, 1.90], [0.35, 1.86, -1.01], [-1.71, -1.60, -0.91], [0.60, -2.42, -0.25], [0.59, 1.71, 2.87], [-2.26, -0.73, -1.28], [-1.89, -2.42, -1.62], [1.65, 2.65, 1.77], [-0.14, 2.90, 1.73], [1.66, -2.16, -0.24], [-2.14, -1.89, 0.05], [0.31, -2.69, 0.77], [-0.71, 2.10, -1.00], [-1.24, 0.53, 0.83], [0.92, 2.79, -0.92], [1.75, 0.60, 0.13], [0.15, -0.94, -1.73], [0.09, -0.42, 1.65], [0.50, -3.32, -0.87], [0.60, 1.41, -1.97]]}


[9]
{"formula": "C7H16AlCsF3NO", "method": "ωB97M-V/def2-TZVPD", "lumo_ev": -0.84, "total_charge": 0, "homo_ha": -0.2622, "species": ["Cs", "Al", "F", "F", "F", "O", "N", "C", "C", "C", "C", "C", "C", "C", "H", "H", "H", "H", "H", "H", "H", "H", "H", "H", "H", "H", "H", "H", "H", "H"], "positions_angstrom": [[2.35, 1.92, -2.38], [0.23, 0.48, -0.36], [1.18, -0.78, 2.74], [3.35, -0.05, 3.42], [1.82, 1.64, 2.71], [2.82, 0.17, 1.11], [-1.14, 1.47, 2.13], [-0.24, -1.85, -2.39], [-1.24, 0.40, 1.06], [1.97, -0.54, 0.15], [2.22, 0.23, 2.45], [-1.06, 2.87, 1.55], [-0.62, -0.28, -2.12], [-1.49, -2.90, -2.02], [-1.50, 2.86, 0.46], [-0.21, 0.35, -3.04], [1.77, -1.68, 0.42], [-1.63, 3.64, 2.25], [-1.31, -0.67, 1.56], [-1.86, 1.38, 2.87], [2.60, -0.59, -0.87], [0.04, -2.04, -3.53], [-1.70, -2.92, -0.85], [-1.17, -4.00, -2.30], [0.59, 2.00, -0.64], [-2.50, -2.62, -2.55], [-2.28, 0.57, 0.52], [-1.78, -0.13, -2.05], [0.71, -2.13, -1.77], [0.08, 3.20, 1.46]]}


[10]
{"formula": "C7H16AlO4", "method": "ωB97M-V/def2-TZVPD", "lumo_ev": 2.79, "total_charge": -1, "homo_ha": -0.1629, "species": ["Al", "O", "O", "O", "O", "C", "C", "C", "C", "C", "C", "C", "H", "H", "H", "H", "H", "H", "H", "H", "H", "H", "H", "H", "H", "H", "H", "H"], "positions_angstrom": [[-0.47, 0.81, 1.69], [2.41, 0.32, -2.89], [0.78, 1.63, -2.02], [-4.19, -2.06, 1.26], [2.68, 1.22, -0.88], [-2.07, 1.01, 0.48], [1.84, 1.11, -1.93], [-3.63, -0.75, 1.41], [3.67, 0.20, -0.97], [0.69, -0.67, 0.91], [3.72, -0.04, -2.48], [-2.84, -0.29, 0.19], [0.50, -0.82, -0.16], [0.36, 2.22, 1.84], [1.76, -0.45, 1.03], [3.33, -0.67, -0.42], [3.90, -1.08, -2.76], [-3.53, -0.23, -0.66], [-3.46, -2.65, 1.05], [-3.00, -0.69, 2.30], [0.52, -1.63, 1.42], [-4.49, -0.09, 1.57], [4.60, 0.58, -0.55], [-2.79, 1.76, 0.86], [-0.94, 0.30, 3.20], [4.44, 0.61, -2.97], [-1.69, 1.42, -0.46], [-2.13, -1.09, -0.07]]}